Entry 1:
DFT (ωB97M-V with the def2-TZVPD basis set) results for a structure of composition H12MgO6.

- HOMO-LUMO gap (eV) = 13.259
- molar mass (g/mol) = 132.40
- LUMO energy (eV) = -7.0
- highest occupied orbital energy (Ha) = -0.7458
- ΔE to the lowest compared entry with this formula, charge and spin (eV) = 0.2622
- DFT total energy (a.u.) = -658.32032
- net charge = +2

Positions of all 19 atoms, in Å:
Mg: 0.1421 -0.0583 0.0173
O: -1.4907 -1.3724 0.3143
H: -1.5981 -2.2381 -0.1097
H: -2.2448 -1.3021 0.9202
O: 0.1937 -0.6502 -1.8601
H: -0.1433 -1.5279 -2.1032
H: 0.5710 -0.2960 -2.6815
O: 1.4577 -1.3348 0.6615
H: 1.5637 -2.2970 0.7318
H: 2.1780 -0.9624 1.2016
O: -0.0990 0.6637 1.9027
H: 0.0085 0.2616 2.7802
H: -0.7820 1.3436 2.0156
O: -1.3378 1.3913 -0.5629
H: -1.6926 2.2197 -0.2046
H: -1.8608 1.2250 -1.3637
O: 1.4604 1.3715 -0.4230
H: 1.3174 2.3301 -0.4641
H: 2.3567 1.2326 -0.7722

What are the Löwdin partial charges on each atom? They are as follows, in elementary charge units: number 1, Mg, carries 0.62; number 2, O, carries -0.02; number 3, H, carries 0.11; number 4, H, carries 0.12; number 5, O, carries -0.01; number 6, H, carries 0.12; number 7, H, carries 0.13; number 8, O, carries 0.00; number 9, H, carries 0.13; number 10, H, carries 0.13; number 11, O, carries -0.01; number 12, H, carries 0.13; number 13, H, carries 0.11; number 14, O, carries -0.03; number 15, H, carries 0.12; number 16, H, carries 0.11; number 17, O, carries -0.01; number 18, H, carries 0.12; number 19, H, carries 0.13



Entry 2:
DFT (ωB97M-V with the def2-TZVPD basis set) results for a structure of composition C9H18F5I2IrOP2.

- <S²> = 6.027
- HOMO-LUMO gap (spin up / spin down) (eV) = 6.672 / 4.860
- molar mass (g/mol) = 745.21
- spin multiplicity = 5
- LUMO energy (spin up / spin down) (eV) = -8.8 / -11.5
- highest occupied orbital energy (spin up / spin down) (Ha) = -0.5672 / -0.6029
- ΔE to the lowest compared entry with this formula, charge and spin (eV) = 0.0000
- DFT total energy (a.u.) = -2309.95026
- net charge = +2

Positions of all 38 atoms, in Å:
I: -2.2656 0.2629 -1.7222
I: 2.2364 0.2599 -2.0932
Ir: -0.2482 0.3169 0.1998
P: -0.2852 -2.0371 -0.6700
C: -0.6233 -3.1387 0.7612
C: -1.5394 -2.6788 -1.9110
H: -1.2820 -3.7027 -2.2133
H: 0.9184 -4.0135 -1.6132
H: -1.4932 -2.0465 -2.8141
H: 1.4693 -2.4848 -2.3469
H: -1.6766 -3.0395 1.0666
H: -2.5577 -2.6881 -1.5144
C: 1.1688 -2.9492 -1.4057
H: -0.4494 -4.2085 0.5522
H: 2.0104 -2.9635 -0.7130
H: 0.0474 -2.8377 1.5607
P: -0.1834 2.5295 -0.5436
C: -0.4947 3.5215 0.9608
C: 1.3167 3.3207 -1.2452
H: -1.3964 2.6287 -2.6886
H: -1.1561 4.2595 -2.0368
H: -2.4205 3.1989 -1.3527
C: -1.4030 3.2347 -1.7746
H: 1.5812 2.9171 -2.2275
H: 0.9716 4.3633 -1.3629
H: -0.4421 4.5973 0.7423
H: 0.2494 3.2605 1.7153
H: 2.1983 3.2837 -0.6014
H: -1.4936 3.2647 1.3352
C: -0.9520 0.3769 1.9040
O: -1.4227 0.3651 2.9736
F: 2.5686 1.1473 0.8959
C: 1.8154 0.1711 0.2811
F: 2.3446 -1.0013 0.7736
C: 0.6908 -1.7868 3.9281
F: 1.0620 -0.7100 4.6237
F: -0.4846 -2.2428 4.4453
F: 1.6201 -2.7506 4.1309

What are the Löwdin partial charges on each atom? They are as follows, in elementary charge units: number 1, I, carries 0.99; number 2, I, carries 0.95; number 3, Ir, carries 0.72; number 4, P, carries 0.66; number 5, C, carries -0.24; number 6, C, carries -0.35; number 7, H, carries 0.08; number 8, H, carries 0.08; number 9, H, carries -0.01; number 10, H, carries -0.02; number 11, H, carries 0.07; number 12, H, carries 0.04; number 13, C, carries -0.28; number 14, H, carries 0.08; number 15, H, carries 0.05; number 16, H, carries 0.01; number 17, P, carries 0.60; number 18, C, carries -0.24; number 19, C, carries -0.30; number 20, H, carries -0.01; number 21, H, carries 0.07; number 22, H, carries 0.04; number 23, C, carries -0.32; number 24, H, carries -0.02; number 25, H, carries 0.07; number 26, H, carries 0.08; number 27, H, carries 0.06; number 28, H, carries 0.06; number 29, H, carries 0.06; number 30, C, carries -0.35; number 31, O, carries 0.17; number 32, F, carries -0.01; number 33, C, carries -0.80; number 34, F, carries -0.03; number 35, C, carries -0.34; number 36, F, carries 0.13; number 37, F, carries 0.10; number 38, F, carries 0.12